Here is C19H24O6STi as an isolated structure at a distorted geometry from the OMol25 dataset. Energies are from the ωB97M-V functional and the def2-TZVPD basis.

Calculated values
Frontier orbital gap (alpha / beta), eV: 5.3 / 5.3
2S+1: 2
HOMO (alpha / beta), eV: -2.98 / -2.94
Calculated total energy, hartree: -2437.595853
Energy relative to the best compared isomer or geometry (same formula, charge and spin), kJ/mol: 100.0
Total charge: -1
Largest force on an atom, eV Å⁻¹: 1.87

Element x y z (Å)
1 Ti 1.111 0.805 -0.462
2 S -1.499 0.469 -0.445
3 O -0.492 0.234 -1.526
4 O -2.177 1.722 -0.525
5 O -0.787 0.155 0.805
6 O 1.346 -1.594 -0.095
7 O 3.081 -0.412 2.810
8 O 2.296 0.608 0.972
9 C 2.432 2.729 -1.644
10 C 1.016 -2.379 2.177
11 C 1.179 2.907 -0.741
12 C 2.423 1.211 -2.033
13 C 2.485 3.915 1.075
14 C 1.293 3.577 0.552
15 C 0.031 3.778 1.349
16 C -5.763 -3.762 -1.124
17 C 3.173 -2.680 0.927
18 C 1.990 -1.771 1.182
19 C -3.602 -2.939 -0.150
20 C 3.708 3.645 0.313
21 C -2.613 -1.976 0.007
22 C -2.739 -0.770 -0.650
23 C -4.804 -1.486 -1.611
24 C 2.512 -0.422 1.743
25 C -3.825 -0.509 -1.460
26 C -4.702 -2.705 -0.959
27 C 3.694 3.117 -0.913
28 H -5.405 -4.572 -1.762
29 H -5.665 -1.289 -2.240
30 H -0.198 2.884 1.937
31 H -3.514 -3.886 0.373
32 H 0.683 -3.354 1.813
33 H 0.482 -1.190 0.076
34 H 3.778 -2.283 0.110
35 H 3.425 0.777 -2.078
36 H 1.514 -2.500 3.138
37 H -6.664 -3.352 -1.578
38 H -0.829 3.953 0.699
39 H 2.827 -3.679 0.653
40 H -6.035 -4.199 -0.162
41 H 0.268 3.172 -1.281
42 H -1.759 -2.152 0.648
43 H 4.630 2.962 -1.446
44 H 2.371 3.351 -2.548
45 H 0.147 -1.731 2.321
46 H 1.946 1.064 -3.011
47 H 4.663 3.886 0.770
48 H 2.550 4.337 2.072
49 H 3.784 -2.736 1.827
50 H -3.908 0.454 -1.947
51 H 0.139 4.616 2.042

natural (NBO) population analysis, charges in e, atoms 1 to 2: Ti 1.399; S 2.382